[1]
Below is C39H42N8O3PSTc as an isolated structure, with properties calculated with ωB97M-V/def2-TZVPD.

The geometry in XYZ format:
```
95
C39H42N8O3PSTc ωB97M-V/def2-TZVPD
Tc 0.653 -1.353 -0.380
O 3.815 -1.571 2.188
C 3.193 -1.099 1.259
N 1.810 -0.973 1.232
C 1.139 -1.243 2.461
C 1.581 -0.792 3.697
C 0.877 -1.128 4.842
C -0.257 -1.925 4.761
C -0.730 -2.357 3.531
C -0.043 -1.988 2.375
N -0.440 -2.253 1.043
C -1.602 -2.870 0.713
O -2.426 -3.371 1.456
C -1.850 -2.882 -0.773
C -2.960 -3.524 -1.289
C -3.157 -3.510 -2.659
C -2.236 -2.856 -3.464
C -1.153 -2.234 -2.874
N -0.967 -2.240 -1.550
C 3.965 -0.567 0.080
C 5.198 -1.145 -0.205
C 5.947 -0.612 -1.237
C 5.454 0.492 -1.921
C 4.224 1.006 -1.545
N 3.478 0.483 -0.572
H 2.485 -0.205 3.766
H 1.230 -0.784 5.805
H -0.785 -2.214 5.661
H -1.613 -2.969 3.462
H -3.627 -4.020 -0.599
H -4.014 -4.005 -3.096
H -2.347 -2.825 -4.539
H -0.414 -1.718 -3.470
H 5.540 -1.981 0.388
H 6.906 -1.039 -1.499
H 6.014 0.954 -2.723
H 3.813 1.877 -2.048
S 3.666 -3.808 -2.619
C 3.378 -4.624 -1.142
C 2.449 -3.997 -0.365
C 1.942 -2.814 -0.973
C 2.525 -2.598 -2.203
C 2.221 -1.393 -2.947
C 2.697 -1.064 -4.212
C 2.319 0.138 -4.778
C 1.471 0.992 -4.081
C 1.023 0.603 -2.836
N 1.389 -0.558 -2.283
H 3.911 -5.537 -0.927
H 2.146 -4.361 0.608
H 3.357 -1.746 -4.731
H 2.684 0.411 -5.760
H 1.158 1.939 -4.496
H 0.349 1.209 -2.245
O -0.589 0.340 -0.229
P -1.269 1.530 0.421
N -2.318 1.197 1.617
C -1.931 1.008 3.035
C -3.207 0.474 3.676
C -3.840 -0.351 2.560
C -3.583 0.494 1.314
N -2.111 2.239 -0.811
C -2.958 3.430 -0.570
C -3.953 3.430 -1.732
C -4.066 1.955 -2.108
C -2.630 1.467 -1.961
N -0.166 2.501 1.122
C -0.494 3.767 1.792
C 0.825 4.102 2.469
C 1.850 3.743 1.390
C 1.229 2.557 0.630
H -1.605 1.948 3.477
H -1.115 0.291 3.123
H -3.861 1.304 3.954
H -2.996 -0.107 4.572
H -4.901 -0.545 2.711
H -3.330 -1.312 2.463
H -4.389 1.215 1.146
H -3.487 -0.124 0.416
H -2.358 4.339 -0.552
H -3.467 3.346 0.394
H -3.545 3.996 -2.571
H -4.902 3.884 -1.455
H -4.458 1.796 -3.112
H -4.713 1.429 -1.403
H -2.053 1.702 -2.862
H -2.546 0.396 -1.781
H -1.331 3.644 2.479
H -0.757 4.545 1.066
H 0.949 3.465 3.347
H 0.884 5.142 2.788
H 2.825 3.487 1.802
H 1.991 4.591 0.717
H 1.728 1.614 0.829
H 1.264 2.724 -0.452
```

Computed properties:
Spin multiplicity: 4
Energy above the lowest of the compared OMol25 structures with the same formula, charge and spin: 0.000 eV
Charge: +1
⟨S²⟩: 3.779
HOMO energy (spin up / spin down): -9.935 / -10.304 eV
Lowest unoccupied orbital energy (spin up / spin down): -2.69 / -3.95 eV

[2]
Below is C39H43AsN3O2P3S2Se2Tl as an isolated structure, with properties calculated with ωB97M-V/def2-TZVPD.

The geometry in XYZ format:
```
96
C39H43AsN3O2P3S2Se2Tl ωB97M-V/def2-TZVPD
Tl -0.307 0.998 -2.069
Se 0.939 -2.120 5.066
P -0.289 -2.619 3.405
C -1.954 -3.047 3.998
C -2.618 -4.217 3.662
C -3.864 -4.499 4.211
C -4.466 -3.594 5.065
C -3.829 -2.394 5.363
C -2.575 -2.123 4.837
C 0.420 -4.100 2.633
C 1.280 -3.953 1.553
C 2.043 -5.029 1.112
C 1.943 -6.257 1.743
C 1.098 -6.406 2.838
C 0.359 -5.326 3.296
C -0.373 -1.350 2.125
C -0.974 -1.181 0.866
N -0.489 -0.029 0.383
N 0.290 0.532 1.300
N 0.366 -0.236 2.365
P -1.988 -2.179 -0.240
Se -2.552 -1.061 -2.057
C -0.939 -3.554 -0.805
C 0.212 -3.242 -1.527
C 1.045 -4.249 -2.000
C 0.724 -5.581 -1.771
C -0.410 -5.895 -1.039
C -1.226 -4.885 -0.538
C -3.380 -2.770 0.600
C -4.215 -3.779 -0.029
C -5.500 -3.996 0.406
C -6.078 -3.217 1.427
C -5.303 -2.164 1.983
C -4.012 -1.940 1.591
H -2.176 -4.908 2.956
H -4.376 -5.414 3.940
H -5.448 -3.805 5.473
H -4.309 -1.670 6.011
H -2.054 -1.208 5.092
H 1.365 -2.991 1.063
H 2.713 -4.899 0.272
H 2.532 -7.097 1.393
H 1.036 -7.357 3.352
H -0.247 -5.423 4.187
H 0.441 -2.205 -1.742
H 1.935 -3.989 -2.560
H 1.366 -6.369 -2.147
H -0.658 -6.931 -0.841
H -2.092 -5.132 0.061
H -3.838 -4.344 -0.873
H -6.094 -4.766 -0.079
H -7.106 -3.373 1.731
H -5.737 -1.518 2.739
H -3.463 -1.108 2.018
C -3.441 7.538 -2.853
C -2.900 6.302 -2.167
O -2.314 5.465 -3.168
P -0.990 4.607 -2.790
S -0.511 3.619 -4.408
S -1.227 3.721 -1.044
O 0.081 5.796 -2.476
C 0.638 6.576 -3.537
C 2.080 6.178 -3.771
H -3.897 8.208 -2.119
H -4.194 7.267 -3.596
H -2.635 8.071 -3.362
H -3.695 5.746 -1.670
H -2.162 6.570 -1.411
H 0.568 7.621 -3.226
H 0.054 6.448 -4.451
H 2.641 6.220 -2.835
H 2.549 6.849 -4.498
H 2.116 5.158 -4.157
C 5.244 1.294 -2.401
As 3.339 1.025 -1.986
C 3.600 0.699 -0.077
C 2.752 2.927 -1.896
C 3.738 3.885 -1.304
C 4.670 4.555 -2.099
C 5.596 5.426 -1.542
C 5.611 5.647 -0.170
C 4.685 4.991 0.633
C 3.759 4.122 0.072
H 5.695 2.019 -1.722
H 5.371 1.636 -3.429
H 5.749 0.333 -2.289
H 4.297 1.421 0.354
H 4.004 -0.306 0.046
H 2.645 0.759 0.451
H 1.835 2.923 -1.306
H 2.477 3.208 -2.913
H 4.658 4.391 -3.172
H 6.307 5.936 -2.182
H 6.331 6.328 0.267
H 4.678 5.163 1.704
H 3.028 3.625 0.701
```

Computed properties:
Spin multiplicity: 2
Charge: -2
⟨S²⟩: 0.766
HOMO energy (spin up / spin down): 0.481 / -2.433 eV
Lowest unoccupied orbital energy (spin up / spin down): 3.99 / 3.99 eV

[3]
Below is a 8-piece molecular cluster, C39H43BrN8O2S overall at a distorted geometry, with properties calculated with ωB97M-V/def2-TZVPD.

The geometry in XYZ format:
```
94
C39H43BrN8O2S ωB97M-V/def2-TZVPD
O 3.129 1.488 5.083
C 3.053 2.659 4.396
N 1.671 3.081 3.951
C 1.215 4.375 4.600
C -0.353 4.339 5.105
C -1.350 4.033 3.808
Br -1.789 5.708 2.757
O 4.306 3.406 4.206
S 4.248 4.445 2.855
H 1.559 3.090 2.913
H 1.941 4.592 5.515
H 1.331 5.219 3.793
H -0.494 3.523 5.958
H -0.700 5.385 5.524
H -0.875 3.247 3.074
H -2.382 3.660 4.266
H 4.298 5.756 3.425
C -3.203 -1.109 1.417
C -1.908 -1.381 1.846
C -1.222 -0.389 2.528
N -1.736 0.831 2.798
C -2.994 1.066 2.367
C -3.761 0.137 1.682
H -3.773 -1.863 0.881
H -1.445 -2.342 1.655
H -0.210 -0.554 2.886
H -3.384 2.055 2.594
H -4.768 0.380 1.361
C -3.481 -6.397 3.732
C -2.224 -5.801 3.769
C -1.904 -4.884 2.780
N -2.741 -4.537 1.778
C -3.953 -5.133 1.768
C -4.366 -6.058 2.714
H -3.768 -7.119 4.491
H -1.512 -6.044 4.549
H -0.937 -4.389 2.768
H -4.606 -4.839 0.951
H -5.352 -6.504 2.657
C 4.428 1.534 -2.235
C 3.861 1.598 -0.967
C 3.429 2.831 -0.504
N 3.530 3.977 -1.212
C 4.087 3.883 -2.439
C 4.544 2.697 -2.990
H 4.776 0.585 -2.633
H 3.757 0.710 -0.354
H 2.977 2.932 0.479
H 4.159 4.819 -2.987
H 4.981 2.680 -3.982
C 5.377 5.058 -8.581
C 4.331 4.166 -8.373
C 4.579 3.028 -7.622
N 5.781 2.733 -7.081
C 6.778 3.617 -7.301
C 6.626 4.782 -8.035
H 5.221 5.961 -9.164
H 3.346 4.351 -8.786
H 3.794 2.303 -7.429
H 7.734 3.355 -6.857
H 7.462 5.458 -8.178
C -4.036 -2.053 7.213
C -4.093 -3.011 8.219
C -4.108 -4.347 7.852
N -4.074 -4.775 6.570
C -4.020 -3.821 5.615
C -3.998 -2.462 5.884
H -4.021 -0.996 7.462
H -4.125 -2.725 9.264
H -4.148 -5.133 8.600
H -3.996 -4.190 4.594
H -3.953 -1.740 5.076
C 3.180 -1.151 -5.012
C 3.971 -0.329 -5.808
C 4.973 -0.916 -6.565
N 5.230 -2.243 -6.571
C 4.448 -3.015 -5.786
C 3.420 -2.522 -4.999
H 2.384 -0.728 -4.406
H 3.810 0.742 -5.840
H 5.614 -0.318 -7.205
H 4.676 -4.077 -5.808
H 2.821 -3.189 -4.389
C -5.418 -0.951 -3.111
C -4.773 -1.550 -2.035
C -4.959 -2.909 -1.833
N -5.734 -3.686 -2.620
C -6.349 -3.075 -3.656
C -6.222 -1.725 -3.941
H -5.295 0.112 -3.302
H -4.140 -0.974 -1.369
H -4.474 -3.423 -1.008
H -6.969 -3.721 -4.272
H -6.738 -1.288 -4.788
```

Computed properties:
Charge: 0
HOMO energy: -9.662 eV
Lowest unoccupied orbital energy: 0.31 eV

Number 1: E_tot -81511.1225 eV. Number 2: E_tot -295473.0464 eV. Number 3: E_tot -138028.7286 eV.